Record 1
Entry from the Open Molecules 2025 dataset: C35H41N8V as an isolated structure (ωB97M-V/def2-TZVPD).

The geometry in ORCA input format:
```
! RIJCOSX wB97M-V def2-TZVPD def2/J DEFGRID3
* xyz 1 4
V -0.384 1.632 -0.860
C -0.995 3.238 0.658
C -1.990 2.545 1.431
C -1.465 2.277 2.685
C -0.151 2.829 2.747
C 0.122 3.434 1.534
H -1.261 3.978 -0.093
H -2.996 2.321 1.096
H -1.972 1.756 3.487
H 0.512 2.791 3.600
H 1.027 3.968 1.276
C -3.130 2.098 -2.915
N -1.708 2.236 -2.606
C -1.012 2.994 -3.399
C 0.349 3.294 -3.161
C 1.226 4.109 -3.890
C 2.401 4.168 -3.150
C 2.179 3.394 -2.002
N 0.953 2.853 -2.001
C -4.000 2.524 -1.754
C -4.922 1.651 -1.191
C -5.717 2.052 -0.123
C -5.590 3.334 0.388
C -4.673 4.214 -0.174
C -3.884 3.811 -1.238
H -3.366 1.057 -3.169
H -3.376 2.691 -3.802
H -1.482 3.446 -4.276
H 1.014 4.597 -4.828
H 3.298 4.714 -3.390
H 2.852 3.248 -1.168
H -5.039 0.653 -1.604
H -6.437 1.366 0.304
H -6.203 3.649 1.221
H -4.566 5.214 0.226
H -3.161 4.496 -1.665
N 0.455 -3.424 0.702
C -0.170 -2.402 -0.233
C -1.661 -2.645 -0.346
C -2.281 -1.525 -1.188
N -2.116 -0.216 -0.528
C -1.642 -1.551 -2.580
C -0.114 -1.423 -2.586
N 0.242 -0.006 -2.387
C 0.523 -2.403 -1.583
H -0.228 -3.734 1.396
H 1.266 -3.097 1.268
H 0.762 -4.254 0.192
H -0.025 -1.444 0.239
H -2.124 -2.674 0.646
H -1.864 -3.602 -0.837
H -3.344 -1.762 -1.306
H -2.677 -0.164 0.320
H -2.535 0.486 -1.136
H -2.070 -0.766 -3.208
H -1.919 -2.499 -3.047
H 0.250 -1.746 -3.566
H -0.207 0.523 -3.134
H 1.237 0.158 -2.524
H 1.592 -2.199 -1.474
H 0.424 -3.400 -2.032
N 4.567 -2.269 2.901
C 4.778 -3.590 3.267
C 5.908 -4.267 3.714
C 5.751 -5.611 3.982
C 4.514 -6.258 3.815
C 3.399 -5.577 3.376
C 3.539 -4.217 3.100
N 2.600 -3.289 2.657
C 3.256 -2.154 2.577
C 2.589 -0.971 2.022
C 1.280 -0.710 2.413
C 0.500 0.094 1.606
N 0.984 0.664 0.498
C 2.289 0.569 0.239
C 3.137 -0.243 0.972
H 5.225 -1.512 2.983
H 6.860 -3.772 3.847
H 6.598 -6.183 4.333
H 4.442 -7.312 4.045
H 2.444 -6.073 3.262
H 0.857 -1.190 3.286
H -0.545 0.282 1.818
H 2.644 1.110 -0.629
H 4.159 -0.384 0.647
*
```

Calculated values
- orbital gap (spin up / spin down) (hartree) = 0.21133 / 0.21916
- LUMO level (spin up / spin down) (hartree) = -0.1061 / -0.1088
- <S²> = 3.76


Record 2
Entry from the Open Molecules 2025 dataset: an isolated ion of composition C4H10NS and charge -1 (ωB97M-V/def2-TZVPD).

The geometry in ORCA input format:
```
! RIJCOSX wB97M-V def2-TZVPD def2/J DEFGRID3
* xyz -1 1
C -0.487 -2.478 1.143
C -0.059 -1.031 1.307
N 1.008 -0.690 0.368
C 0.538 -0.416 -1.002
C 0.446 1.060 -1.385
S -0.617 2.059 -0.260
H -0.997 -2.668 0.208
H -1.124 -2.832 1.957
H 0.399 -3.105 1.156
H -0.896 -0.337 1.214
H 0.320 -0.886 2.323
H 1.468 0.136 0.710
H 1.253 -0.930 -1.661
H -0.452 -0.816 -1.171
H 1.420 1.542 -1.511
H -0.046 1.104 -2.349
*
```

Calculated values
- orbital gap (hartree) = 0.23436
- LUMO level (hartree) = 0.1482


Record 3
Entry from the Open Molecules 2025 dataset: C24H24F24N12O16S8Zn as an isolated structure in a non-equilibrium geometry (ωB97M-V/def2-TZVPD).

The geometry in ORCA input format:
```
! RIJCOSX wB97M-V def2-TZVPD def2/J DEFGRID3
* xyz -2 1
Zn -14.722 -7.289 13.292
C -13.366 -4.582 5.322
F -14.704 -4.631 5.365
F -13.017 -4.423 4.032
F -12.945 -3.542 6.000
S -12.651 -6.226 5.909
O -13.591 -6.845 6.800
O -12.317 -6.935 4.705
N -11.189 -5.812 6.551
S -11.440 -5.572 8.116
O -12.648 -4.854 8.450
O -11.210 -6.759 8.892
C -10.088 -4.399 8.556
F -8.906 -4.966 8.199
F -10.193 -3.252 7.897
F -10.053 -4.181 9.854
C -17.904 -7.061 15.948
F -16.829 -7.125 16.723
F -18.596 -8.178 15.967
F -18.678 -6.062 16.419
S -17.422 -6.471 14.231
O -18.648 -5.981 13.724
O -16.327 -5.559 14.404
N -16.686 -7.744 13.434
S -17.848 -8.580 12.643
O -18.910 -9.006 13.475
O -18.221 -7.935 11.421
C -16.928 -10.094 12.127
F -17.782 -10.909 11.526
F -15.971 -9.768 11.265
F -16.365 -10.715 13.170
C -3.708 -7.952 17.137
F -3.054 -6.797 17.270
F -3.116 -8.672 16.200
F -3.627 -8.609 18.304
S -5.494 -7.555 16.761
O -6.321 -8.681 17.080
O -5.782 -6.341 17.462
N -5.334 -7.238 15.163
S -5.641 -8.522 14.257
O -5.186 -8.258 12.927
O -5.285 -9.813 14.797
C -7.514 -8.651 14.147
F -8.063 -7.468 14.475
F -7.867 -8.893 12.869
F -8.077 -9.573 14.919
C -10.923 -7.273 12.543
F -10.722 -8.541 12.928
F -9.791 -6.749 12.164
F -11.798 -7.301 11.550
S -11.666 -6.309 13.972
O -11.690 -7.193 15.091
O -10.927 -5.098 14.114
N -13.212 -6.008 13.419
S -13.426 -4.453 12.969
O -12.406 -3.864 12.181
O -14.759 -4.363 12.465
C -13.452 -3.515 14.595
F -13.640 -4.375 15.613
F -12.302 -2.886 14.822
F -14.464 -2.660 14.605
C -8.489 -8.290 9.738
C -7.710 -9.510 9.875
N -7.118 -10.487 9.939
H -8.487 -7.879 8.733
H -8.139 -7.487 10.387
H -9.504 -8.501 10.073
C -13.137 -9.075 17.427
C -13.883 -8.420 16.381
N -14.474 -7.904 15.555
H -13.006 -10.140 17.235
H -13.643 -8.909 18.375
H -12.125 -8.676 17.476
C -12.431 -11.047 11.863
C -13.158 -10.004 12.518
N -13.696 -9.158 13.048
H -13.036 -11.957 11.781
H -11.521 -11.331 12.388
H -12.169 -10.833 10.826
C -13.719 -2.411 17.971
C -13.392 -1.642 19.163
N -13.093 -1.015 20.075
H -13.002 -2.144 17.198
H -14.710 -2.179 17.578
H -13.744 -3.479 18.178
C -8.712 -2.795 14.191
C -7.768 -3.716 14.813
N -7.041 -4.485 15.241
H -9.610 -3.319 13.870
H -8.271 -2.309 13.323
H -9.006 -2.026 14.906
C -17.830 -2.205 15.566
C -19.120 -2.665 16.099
N -20.106 -3.054 16.516
H -17.906 -2.341 14.484
H -17.107 -2.951 15.893
H -17.685 -1.160 15.805
C -9.330 -6.094 17.195
C -10.705 -6.043 17.690
N -11.779 -6.060 18.083
H -8.873 -6.985 17.623
H -8.746 -5.233 17.519
H -9.338 -6.072 16.110
C -15.846 -6.078 8.913
C -15.263 -6.585 10.128
N -14.867 -6.982 11.116
H -15.633 -5.013 8.884
H -16.923 -6.231 9.040
H -15.537 -6.630 8.034
*
```

Calculated values
- orbital gap (hartree) = 0.31682
- LUMO level (hartree) = 0.1049


Record 4
Entry from the Open Molecules 2025 dataset: a 2-piece molecular cluster, Br3H3Si2 overall in a non-equilibrium geometry (ωB97M-V/def2-TZVPD).

The geometry in ORCA input format:
```
! RIJCOSX wB97M-V def2-TZVPD def2/J DEFGRID3
* xyz 0 1
Si -1.304 -1.476 0.005
Si 1.747 2.755 -0.001
Br -1.269 0.796 0.059
Br 2.742 1.896 -1.719
Br 2.112 1.166 1.549
H -0.904 -1.858 -1.359
H -0.316 -1.758 1.130
H -2.807 -1.521 0.336
*
```

Calculated values
- orbital gap (hartree) = 0.31067
- LUMO level (hartree) = -0.0271


In order of appearance, relative energy (zero: lowest compared OMol25 entry of this formula, charge and spin) = 179.6, 6.2, 0.0, 132.2 kJ/mol.